[1]
The following is a quantum chemistry calculation of C20H15Cl5CuN2O4 as an isolated structure, from OMol25.

For the largest force on an atom, the calculation gives 0.19 eV/Å. As for the relative energy (zero: lowest compared OMol25 entry of this formula, charge and spin): 0.0 kJ/mol. As for the multiplicity: 2. The calculation puts the LUMO energy (spin up / spin down) at -1.313 / -1.284 eV. The orbital gap (spin up / spin down) comes out at 6.95 / 6.93 eV. The expectation value of S² is 0.75.

Cartesian coordinates (Å):
Cu 0.253 -0.070 0.044
C -2.057 1.906 0.697
O -0.970 1.127 1.240
C -1.130 0.574 2.497
C -1.873 1.172 3.498
C -1.947 0.561 4.741
C -1.282 -0.635 4.976
C -0.542 -1.231 3.970
C -0.462 -0.629 2.720
N 0.252 -1.162 1.616
N 0.849 -2.263 1.817
C 1.507 -2.915 0.847
C 1.532 -2.524 -0.529
O 0.995 -1.466 -1.000
C 2.190 -3.393 -1.467
C 2.799 -4.526 -1.067
C 2.822 -4.938 0.307
C 3.476 -6.119 0.695
C 3.493 -6.510 2.010
C 2.852 -5.717 2.969
C 2.209 -4.556 2.608
C 2.177 -4.141 1.267
H -2.169 2.830 1.261
H -2.976 1.321 0.731
H -1.776 2.131 -0.327
H -2.387 2.105 3.319
H -2.526 1.026 5.527
H -1.344 -1.108 5.947
H -0.027 -2.166 4.131
H 2.173 -3.086 -2.504
H 3.294 -5.157 -1.796
H 3.966 -6.717 -0.064
H 3.998 -7.420 2.305
H 2.864 -6.018 4.008
H 1.723 -3.949 3.358
Cl 0.214 1.003 -5.001
C 0.386 -0.571 -4.217
Cl -1.161 -1.429 -4.074
H 0.766 -0.418 -3.216
H 1.046 -1.177 -4.826
Cl 2.204 1.820 0.766
C 2.183 2.317 -0.969
Cl 3.093 1.121 -1.908
Cl 2.938 3.888 -1.106
C 0.680 2.333 -1.462
O 0.231 3.365 -1.888
O 0.085 1.199 -1.364

Force components x, y, z for each atom (eV/Å):
Cu -0.1 0.1 -0.1
C 0.0 0.1 0.0
O -0.1 -0.1 0.0
C 0.0 0.1 0.0
C 0.0 0.0 0.0
C 0.0 0.0 0.0
C 0.0 0.0 0.0
C 0.0 0.0 0.0
C 0.0 0.0 0.0
N 0.0 0.0 0.0
N 0.0 0.0 0.0
C 0.0 0.0 0.0
C 0.0 0.0 0.0
O 0.1 0.0 0.1
C 0.0 0.0 0.0
C 0.0 0.0 0.0
C 0.0 0.0 0.0
C 0.0 0.0 0.0
C 0.0 0.0 0.0
C 0.0 0.0 0.0
C 0.0 0.0 0.0
C 0.0 0.0 0.0
H 0.0 0.0 0.0
H 0.0 0.0 0.0
H 0.0 0.0 0.0
H 0.0 0.0 0.0
H 0.0 0.0 0.0
H 0.0 0.0 0.0
H 0.0 0.0 0.0
H 0.0 0.0 0.0
H 0.0 0.0 0.0
H 0.0 0.0 0.0
H 0.0 0.0 0.0
H 0.0 0.0 0.0
H 0.0 0.0 0.0
Cl 0.0 0.0 0.0
C 0.0 0.0 0.0
Cl 0.0 0.0 0.0
H 0.0 0.0 0.1
H 0.0 0.0 0.0
Cl 0.0 0.0 -0.1
C 0.0 0.0 0.0
Cl 0.0 0.0 0.0
Cl 0.0 0.0 0.0
C 0.1 0.0 0.0
O 0.0 0.0 0.0
O 0.0 0.0 0.0

Atom charges from the Mulliken analysis, given in e for atoms 1 to 4: number 1, Cu, carries -0.06; number 2, C, carries -0.80; number 3, O, carries 0.02; number 4, C, carries 0.54

[2]
The following is a quantum chemistry calculation of one molecule with the formula CH2N2S3 in a non-equilibrium geometry, from OMol25.

For the largest force on an atom, the calculation gives 4.27 eV/Å. As for the relative energy (zero: lowest compared OMol25 entry of this formula, charge and spin): 107.2 kJ/mol. The calculation puts the LUMO energy (spin up / spin down) at -1.703 / -1.916 eV. The orbital gap (spin up / spin down) comes out at 7.14 / 6.69 eV.

Cartesian coordinates (Å):
C -1.231 -0.060 -0.174
N 0.066 -0.037 0.087
N 0.835 0.905 -0.396
S -2.238 0.875 -1.212
S 0.712 2.440 -0.803
S -1.229 1.344 -2.854
H -1.778 -0.722 0.340
H 1.723 0.604 -0.322

Force components x, y, z for each atom (eV/Å):
C 2.6 3.0 -1.4
N -2.5 -0.8 -0.5
N -1.5 0.4 0.1
S 0.4 -0.1 -0.6
S -1.3 1.0 -0.9
S 0.3 0.2 0.9
H -1.8 -2.5 2.1
H 3.8 -1.2 0.2

Atom charges from the Mulliken analysis, given in e for atoms 1 to 4: number 1, C, carries -0.04; number 2, N, carries -0.46; number 3, N, carries 0.00; number 4, S, carries 0.03

[3]
The following is a quantum chemistry calculation of one molecule with the formula C3H6N2O, from OMol25.

For the largest force on an atom, the calculation gives 0.66 eV/Å. As for the structure (SMILES): ON=C1CNC1. As for the relative energy (zero: lowest compared OMol25 entry of this formula, charge and spin): 345.6 kJ/mol. The calculation puts the LUMO energy at 1.043 eV. The orbital gap comes out at 10.22 eV.

Cartesian coordinates (Å):
O 0.600 2.035 1.414
N 0.330 0.681 1.523
C 0.076 0.121 0.424
C -0.202 -1.332 0.173
N -0.053 -1.049 -1.278
C 0.004 0.419 -1.049
H 0.791 2.239 2.333
H -1.205 -1.640 0.500
H 0.534 -2.033 0.582
H -0.856 -1.340 -1.820
H -0.899 0.982 -1.326
H 0.881 0.917 -1.476

Force components x, y, z for each atom (eV/Å):
O 0.0 0.2 0.0
N -0.1 -0.6 -0.2
C 0.1 0.1 0.6
C 0.0 -0.2 0.2
N -0.2 -0.1 -0.3
C 0.1 0.3 0.0
H 0.1 0.3 0.0
H 0.1 0.0 -0.1
H -0.1 0.1 -0.1
H 0.1 0.0 0.0
H 0.1 -0.1 0.0
H -0.1 -0.1 0.0

Atom charges from the Mulliken analysis, given in e for atoms 1 to 4: number 1, O, carries -0.37; number 2, N, carries -0.55; number 3, C, carries 0.41; number 4, C, carries -0.29

[4]
The following is a quantum chemistry calculation of C25H46BFeN7OS3SbSi3 as an isolated structure, from OMol25.

For the largest force on an atom, the calculation gives 0.20 eV/Å. As for the relative energy (zero: lowest compared OMol25 entry of this formula, charge and spin): 0.0 kJ/mol. As for the multiplicity: 6. The calculation puts the LUMO energy (spin up / spin down) at 0.326 / -0.732 eV. The orbital gap (spin up / spin down) comes out at 7.71 / 6.49 eV. The expectation value of S² is 8.77.

Cartesian coordinates (Å):
Fe 0.366 -1.102 -1.408
N 2.055 -4.117 1.412
C 1.317 -3.208 0.700
S 2.215 -2.018 -0.201
N 0.029 -3.338 0.741
N -0.649 -2.403 -0.024
C -1.917 -2.411 0.163
C -2.879 -1.511 -0.431
C -4.229 -1.711 -0.102
C -5.225 -0.904 -0.605
C -4.874 0.133 -1.472
C -3.557 0.352 -1.811
C -2.525 -0.452 -1.294
O -1.283 -0.179 -1.616
H 2.990 -3.842 1.660
H 1.544 -4.656 2.094
H -2.305 -3.156 0.857
H -4.478 -2.525 0.569
H -6.258 -1.074 -0.338
H -5.643 0.773 -1.885
H -3.280 1.151 -2.488
C 1.802 -4.884 -2.326
N 2.405 -3.828 -3.118
C 3.741 -3.737 -3.424
C 3.901 -2.585 -4.114
N 2.675 -1.975 -4.234
B 2.528 -0.712 -5.168
N 1.362 0.249 -4.770
C 0.448 0.713 -5.685
C -0.337 1.631 -5.077
N 0.101 1.720 -3.776
C -0.424 2.604 -2.753
C 1.130 0.866 -3.606
S 1.937 0.595 -2.102
C 1.776 -2.735 -3.601
S 0.090 -2.400 -3.376
H 2.476 -5.147 -1.514
H 1.603 -5.757 -2.948
H 0.868 -4.521 -1.907
H 4.448 -4.487 -3.118
H 4.783 -2.141 -4.537
H 2.283 -1.090 -6.288
H 3.579 -0.124 -5.095
H 0.439 0.345 -6.694
H -1.159 2.220 -5.443
H -1.405 2.953 -3.069
H 0.239 3.458 -2.612
H -0.521 2.054 -1.822
C 3.460 1.537 1.284
Si 1.889 2.400 1.830
C 2.107 3.016 3.590
C 1.561 3.840 0.674
Sb -0.034 0.756 1.521
Si -0.022 -0.408 3.789
C -1.171 -1.884 3.671
C 1.727 -1.019 4.111
C -0.586 0.678 5.213
Si -2.013 2.323 1.897
C -1.755 3.579 3.269
C -3.519 1.268 2.269
C -2.319 3.253 0.297
H 4.310 2.222 1.341
H 3.369 1.190 0.253
H 3.683 0.667 1.904
H 2.922 3.744 3.635
H 2.361 2.191 4.260
H 1.202 3.493 3.969
H 2.401 4.541 0.684
H 0.659 4.391 0.949
H 1.442 3.469 -0.347
H -0.784 -2.598 2.942
H -2.177 -1.587 3.364
H -1.248 -2.392 4.637
H 1.951 -1.862 3.453
H 1.842 -1.352 5.146
H 2.473 -0.245 3.921
H -1.624 0.991 5.077
H 0.027 1.574 5.311
H -0.527 0.120 6.153
H -1.539 3.098 4.224
H -2.654 4.190 3.393
H -0.926 4.250 3.035
H -3.414 0.735 3.216
H -3.676 0.529 1.478
H -4.415 1.891 2.331
H -1.449 3.847 0.007
H -3.172 3.929 0.405
H -2.542 2.549 -0.506

Force components x, y, z for each atom (eV/Å):
Fe -0.1 0.0 0.2
N 0.0 0.0 0.0
C 0.0 0.0 0.0
S 0.0 -0.1 0.0
N 0.1 0.0 -0.1
N 0.0 0.0 0.0
C 0.0 0.0 0.0
C 0.0 0.0 0.0
C 0.0 0.0 0.0
C 0.0 0.0 0.0
C 0.0 0.0 0.0
C 0.0 0.0 0.0
C 0.0 0.1 0.0
O 0.0 -0.2 -0.1
H 0.0 0.0 0.0
H 0.0 0.0 0.0
H 0.0 0.0 0.0
H 0.0 0.0 0.0
H 0.0 0.0 0.0
H 0.0 0.0 0.0
H 0.0 0.0 0.0
C 0.0 0.0 0.0
N 0.0 0.0 0.1
C 0.0 0.0 0.0
C 0.0 0.0 0.0
N 0.0 0.0 0.0
B 0.0 0.0 0.0
N 0.0 0.0 0.0
C 0.0 0.0 0.0
C 0.0 0.0 0.0
N 0.0 0.0 0.0
C 0.0 0.0 0.0
C 0.0 0.0 0.0
S 0.0 0.0 -0.1
C 0.0 0.0 -0.1
S 0.0 0.1 0.0
H 0.0 0.0 0.0
H 0.0 0.0 0.0
H 0.0 0.0 0.0
H 0.0 0.0 0.0
H 0.0 0.0 0.0
H 0.0 0.0 0.0
H 0.0 0.0 0.0
H 0.0 0.0 0.0
H 0.0 0.0 0.0
H 0.0 0.0 0.0
H 0.0 0.0 0.0
H 0.0 0.0 0.0
C 0.0 0.0 0.0
Si 0.0 0.0 0.0
C 0.0 0.0 0.0
C 0.0 0.0 0.0
Sb 0.0 0.0 -0.1
Si 0.0 0.0 0.0
C 0.0 0.0 0.0
C 0.0 0.0 0.0
C 0.0 0.0 0.0
Si 0.0 0.0 0.0
C 0.0 0.0 0.0
C 0.0 0.0 0.0
C 0.0 0.0 0.0
H 0.0 0.0 0.0
H 0.0 0.0 0.0
H 0.0 0.0 0.0
H 0.0 0.0 0.0
H 0.0 0.0 0.0
H 0.0 0.0 0.0
H 0.0 0.0 0.0
H 0.0 0.0 0.0
H 0.0 0.0 0.0
H 0.0 0.0 0.0
H 0.0 0.0 0.0
H 0.0 0.0 0.0
H 0.0 0.0 0.0
H 0.0 0.0 0.0
H 0.0 0.0 0.0
H 0.0 0.0 0.0
H 0.0 0.0 0.0
H 0.0 0.0 0.0
H 0.0 0.0 0.0
H 0.0 0.0 0.0
H 0.0 0.0 0.0
H 0.0 0.0 0.0
H 0.0 0.0 0.0
H 0.0 0.0 0.0
H 0.0 0.0 0.0
H 0.0 0.0 0.0
H 0.0 0.0 0.0

Atom charges from the Mulliken analysis, given in e for atoms 1 to 4: number 1, Fe, carries 1.38; number 2, N, carries -0.41; number 3, C, carries 0.37; number 4, S, carries -0.53